Formula: C41H56N2O21P2
Source: the Open Molecules 2025 dataset
Level of theory: the ωB97M-V functional and the def2-TZVPD basis

Output
Largest force on an atom = 2.1 eV/Å
Spin multiplicity = 1
E_tot = -3968.144125 hartree
Frontier orbital gap = 7.129 eV

Element x y z (Å)
1 C 5.79737 -4.14288 0.18406
2 C 5.02879 -3.43854 -0.41427
3 C 3.95768 -2.53536 -0.79145
4 C 2.66285 -3.01594 -0.76964
5 C 1.56948 -2.16126 -1.07147
6 N 0.29938 -2.68846 -1.03391
7 C -0.66864 -1.84498 -1.30013
8 C -2.09623 -2.38337 -1.30422
9 C -2.21913 -3.72652 -0.52633
10 C -1.80244 -4.97236 -1.36116
11 C -0.60028 -5.75638 -0.76816
12 C -0.40465 -0.44835 -1.59416
13 P -1.85464 0.65932 -1.94024
14 C -1.20805 2.36217 -2.28958
15 C -2.66554 0.81611 -0.25914
16 N 0.79990 0.08635 -1.65956
17 C 1.80127 -0.81693 -1.39541
18 C 3.14942 -0.36212 -1.45215
19 C 4.23061 -1.16703 -1.16488
20 P 5.86007 -0.33635 -1.26532
21 C 7.24798 -1.49085 -1.63370
22 C 7.18644 -2.05246 -3.07556
23 C 6.17133 0.63424 0.28816
24 C 5.48330 0.07950 1.57313
25 H 6.39404 -4.83936 0.73521
26 H 2.47645 -4.05126 -0.49407
27 H -2.36869 -2.57205 -2.35377
28 H -2.80482 -1.67257 -0.87196
29 H -3.28286 -3.81264 -0.26569
30 H -1.66579 -3.64004 0.41546
31 H -2.65397 -5.65619 -1.42606
32 H -1.52028 -4.61643 -2.35905
33 H -0.46797 -5.56787 0.30524
34 H -0.78234 -6.82927 -0.91509
35 H 0.33693 -5.46217 -1.25003
36 H -1.39814 3.00584 -1.41808
37 H -1.81946 2.77245 -3.09967
38 H -0.14209 2.39728 -2.52905
39 H -2.62467 1.83481 0.14160
40 H -3.68793 0.44449 -0.34103
41 H -2.13509 0.16661 0.45161
42 H 3.32597 0.68128 -1.72122
43 H 8.16140 -0.87755 -1.58268
44 H 7.40202 -2.28785 -0.89516
45 H 6.94258 -1.21427 -3.74085
46 H 6.48640 -2.88490 -3.17644
47 H 8.20372 -2.36208 -3.34846
48 H 7.26013 0.68456 0.41060
49 H 5.80483 1.64408 0.08026
50 H 4.82176 -0.77257 1.38125
51 H 4.89006 0.86685 2.05032
52 H 6.26565 -0.28930 2.24770
53 O -5.01479 1.45202 -2.25433
54 C -5.06895 2.61649 -2.03221
55 O -5.92769 3.19318 -1.15032
56 C -5.53782 4.56033 -0.98947
57 C -4.79339 4.84070 -2.27303
58 O -4.28301 3.55142 -2.62005
59 H -6.41026 5.19595 -0.85665
60 H -4.89838 4.64287 -0.10786
61 H -5.45094 5.18656 -3.07264
62 H -3.98243 5.55430 -2.14639
63 O 5.05273 4.08230 3.17553
64 C 4.09066 3.94379 2.48930
65 O 4.12013 3.50104 1.20822
66 C 2.77045 3.25319 0.80122
67 C 1.98315 4.14682 1.72955
68 O 2.82435 4.20996 2.88347
69 H 2.63306 3.50445 -0.24808
70 H 2.54757 2.19324 0.94585
71 H 1.85503 5.15620 1.33279
72 H 1.00842 3.73762 1.98603
73 O 1.17201 3.04940 -8.32417
74 C 1.04379 2.44489 -7.31143
75 O 1.88971 2.52689 -6.25177
76 C 1.28402 1.84268 -5.15268
77 C 0.34191 0.88665 -5.84306
78 O 0.03088 1.57684 -7.05472
79 H 2.03569 1.33722 -4.54986
80 H 0.75990 2.57038 -4.53142
81 H 0.82034 -0.06319 -6.09088
82 H -0.56127 0.68909 -5.26772
83 O -4.58373 -1.33177 2.19093
84 C -5.52251 -0.63046 1.98518
85 O -5.43796 0.64987 1.54276
86 C -6.76312 1.08029 1.20502
87 C -7.62471 0.17235 2.04907
88 O -6.81084 -0.99794 2.17081
89 H -6.89854 2.13260 1.44288
90 H -6.91876 0.93500 0.13514
91 H -7.81267 0.57687 3.04613
92 H -8.57547 -0.06724 1.57923
93 O -5.91658 0.32366 8.25945
94 C -5.29704 0.26894 7.24963
95 O -5.78481 0.60854 6.02656
96 C -4.68905 0.63146 5.11006
97 C -3.68814 -0.28496 5.76913
98 O -4.00621 -0.13994 7.15625
99 H -4.99822 0.27879 4.13178
100 H -4.32441 1.65773 5.02293
101 H -3.82540 -1.32867 5.48073
102 H -2.65742 0.00387 5.57791
103 O -3.51821 -8.40136 -0.76827
104 C -2.95026 -8.97916 0.09833
105 O -2.88883 -8.56394 1.38963
106 C -2.32274 -9.62194 2.16354
107 C -1.54032 -10.39960 1.13128
108 O -2.27121 -10.14347 -0.06853
109 H -1.69747 -9.22385 2.95948
110 H -3.13175 -10.20804 2.60456
111 H -0.52139 -10.02600 1.00999
112 H -1.50522 -11.46649 1.33995
113 O 2.74336 8.40002 0.56663
114 C 3.70164 8.25630 1.25468
115 O 3.85915 7.24287 2.14359
116 C 5.21599 7.27574 2.60418
117 C 5.60526 8.71437 2.36499
118 O 4.77736 9.07951 1.25807
119 H 5.27304 6.98672 3.65030
120 H 5.80574 6.57533 2.01089
121 H 5.36582 9.36047 3.21214
122 H 6.65667 8.83279 2.11392